16
Properties=species:S:1:pos:R:3 method="wB97M-V/def2-TZVPD" smiles=NC[C@H](N)CS orbital_gap_ev=9.88 total_charge=0 total_energy_ha=-627.9149 multiplicity=1 homo_ev=-8.95 e_above_lowest_kj_mol=209.4
S 2.90278 -0.48673 0.88570
N -2.25560 1.06456 -0.15454
N 0.50999 0.03533 -1.58742
C 0.22662 0.15568 -0.11424
C -1.35012 0.05454 0.29618
C 1.00818 -0.87219 0.60688
H -1.97487 -0.68515 -0.25093
H 1.04851 -1.85686 0.03835
H 0.71534 -1.07644 1.74629
H 0.51380 1.15898 0.38577
H -1.92063 1.96964 0.28535
H -1.34120 -0.26869 1.43656
H -2.56437 1.30584 -1.10342
H -0.20130 0.64787 -1.89516
H 3.37149 -1.83487 1.12359
H 1.31139 0.68849 -1.69896